Density functional theory data (ωB97M-V/def2-TZVPD) for a structure of composition C5H11O4Rh.

ORCA input file:
```
! RIJCOSX wB97M-V def2-TZVPD def2/J DEFGRID3
* xyz 1 6
C 2.233 -2.154 -0.694
O 2.668 -0.890 -0.977
H 2.983 -2.846 -1.137
H 2.165 -2.349 0.392
H 1.230 -2.361 -1.109
O -2.997 -0.366 0.464
C -3.052 0.837 -0.192
C -1.631 1.217 -0.771
O -0.709 1.012 0.261
C 0.896 0.749 0.042
C 1.309 0.265 1.434
O 0.478 -0.762 1.872
Rh -1.301 -0.616 1.289
H -3.336 1.674 0.478
H -3.747 0.831 -1.053
H -1.621 2.259 -1.125
H -1.413 0.522 -1.601
H 1.398 1.693 -0.219
H 0.760 0.178 -0.891
H 1.307 1.136 2.122
H 2.376 -0.029 1.415
*
```

Calculated values
Orbital gap (alpha / beta) ... 10.8 / 6.6 eV
<S²> ... 8.768

---

Density functional theory data (ωB97M-V/def2-TZVPD) for a cluster of 2 separate species, C5H10O2 in total.

ORCA input file:
```
! RIJCOSX wB97M-V def2-TZVPD def2/J DEFGRID3
* xyz 0 1
C -1.684 -0.240 -0.224
C -0.696 0.027 0.904
C 0.639 -0.788 0.852
O 0.705 -1.648 -0.271
C 1.342 0.548 0.730
C 0.206 1.246 0.803
O 0.627 0.777 -2.469
H -2.514 0.474 -0.182
H -2.099 -1.249 -0.135
H -1.210 -0.156 -1.205
H -1.205 -0.057 1.874
H 0.852 -1.340 1.778
H 1.481 -2.213 -0.175
H 2.392 0.815 0.637
H 0.827 0.029 -1.887
H -0.012 2.312 0.818
H 0.349 1.461 -1.848
*
```

Calculated values
Orbital gap ... 10.7 eV

---

Density functional theory data (ωB97M-V/def2-TZVPD) for the molecule C3H3NO2.

ORCA input file:
```
! RIJCOSX wB97M-V def2-TZVPD def2/J DEFGRID3
* xyz 0 1
O 1.970 -0.005 0.322
C 0.659 0.152 0.031
C -0.073 1.396 0.172
O -1.368 0.905 0.115
C -1.347 -0.455 0.083
N -0.192 -0.990 0.032
H 2.213 -0.909 0.080
H 0.514 0.723 -1.031
H -2.308 -0.956 0.080
*
```

Calculated values
Orbital gap ... 10.3 eV

---

Density functional theory data (ωB97M-V/def2-TZVPD) for the molecule C5H6FNO.

ORCA input file:
```
! RIJCOSX wB97M-V def2-TZVPD def2/J DEFGRID3
* xyz 0 1
C 1.915 -0.828 -0.072
C -0.121 0.337 -0.085
C 0.302 1.384 0.633
C -1.548 0.214 -0.577
C -2.233 -0.928 0.046
H 1.979 -0.821 1.026
H 2.522 -0.018 -0.490
H 2.293 -1.780 -0.471
H 1.328 1.453 0.964
H -0.401 2.163 0.910
H -1.556 0.047 -1.627
N -2.775 -1.829 0.531
O 0.563 -0.749 -0.487
F -2.269 1.354 -0.299
*
```

Calculated values
Orbital gap ... 10.4 eV

---

Density functional theory data (ωB97M-V/def2-TZVPD) for a cluster of 13 separate species, C22H64F6N9O24S2 in total.

ORCA input file:
```
! RIJCOSX wB97M-V def2-TZVPD def2/J DEFGRID3
* xyz 0 2
C 1.062 1.304 1.753
F 1.900 2.243 2.078
F 1.232 0.154 2.444
F -0.113 1.774 2.081
S 1.100 0.988 -0.214
O 1.041 2.323 -0.860
O 2.415 0.358 -0.313
N -0.309 0.023 -0.595
S 0.060 -0.415 -2.033
O 0.541 0.601 -2.976
O 0.923 -1.628 -1.971
C -1.588 -0.878 -2.904
F -2.350 0.195 -3.052
F -1.198 -1.435 -4.090
F -2.268 -1.763 -2.177
C 0.660 -3.954 0.799
O 0.704 -4.842 1.609
N 0.345 -2.762 1.146
N 1.079 -4.075 -0.430
H 0.361 -2.588 2.141
H 0.306 -2.029 0.453
H 1.093 -3.323 -1.104
H 1.710 -4.834 -0.645
C -1.198 4.691 -4.011
O -2.345 4.518 -4.005
N -0.758 5.845 -4.372
N -0.159 3.912 -3.703
H 0.094 6.253 -4.012
H -1.385 6.487 -4.836
H -0.375 3.033 -3.254
H 0.746 4.326 -3.532
C 5.061 2.541 4.724
O 5.414 1.592 5.237
N 5.938 3.356 4.221
N 3.807 2.986 4.682
H 5.642 4.095 3.600
H 6.865 2.963 4.295
H 3.044 2.464 5.089
H 3.481 3.721 4.070
C -1.104 3.585 5.832
O -0.197 4.141 6.313
N -2.318 4.014 5.966
N -0.998 2.611 4.948
H -2.555 4.860 6.464
H -3.115 3.519 5.593
H -0.123 2.130 4.796
H -1.878 2.326 4.543
C -7.012 -2.160 -2.263
C -5.902 -3.091 -2.555
O -5.173 -2.634 -3.706
O -8.174 -2.268 -3.017
H -6.779 -1.097 -2.205
H -7.201 -2.444 -1.227
H -6.261 -4.063 -2.892
H -5.221 -3.140 -1.706
H -4.675 -1.822 -3.588
H -8.925 -2.017 -2.473
C 5.551 -0.669 1.436
C 5.450 -2.183 1.100
O 4.349 -2.870 1.575
O 5.903 -0.237 2.723
H 4.587 -0.214 1.208
H 6.245 -0.241 0.712
H 6.345 -2.710 1.434
H 5.522 -2.285 0.017
H 3.569 -2.517 1.141
H 5.102 -0.004 3.199
C -3.013 -0.424 1.434
C -3.735 0.582 0.514
O -2.755 1.540 -0.029
O -2.273 -1.224 0.587
H -3.688 -0.999 2.069
H -2.317 -0.007 2.162
H -4.548 1.093 1.030
H -4.182 0.116 -0.364
H -2.016 0.993 -0.304
H -1.586 -0.700 0.169
C 3.024 -2.888 4.924
C 2.263 -1.653 4.513
O 3.199 -0.590 4.243
O 3.339 -3.783 3.834
H 2.379 -3.411 5.630
H 3.942 -2.649 5.461
H 1.448 -1.362 5.176
H 1.847 -2.011 3.572
H 2.822 0.086 4.811
H 3.699 -3.195 3.166
C -3.350 -2.742 -7.238
C -3.121 -1.204 -6.926
O -3.862 -0.276 -7.708
O -4.528 -3.053 -6.642
H -2.528 -3.342 -6.847
H -3.306 -2.946 -8.308
H -2.061 -0.974 -7.032
H -3.276 -1.064 -5.856
H -4.652 -0.118 -7.186
H -4.561 -2.814 -5.712
C 4.677 -0.198 -3.391
C 3.868 1.029 -3.071
O 2.781 1.171 -4.009
O 5.624 0.085 -4.463
H 3.987 -0.999 -3.655
H 5.221 -0.423 -2.473
H 4.620 1.806 -3.208
H 3.623 1.005 -2.009
H 2.073 1.652 -3.575
H 5.258 0.381 -5.300
C -3.991 -4.832 0.918
C -2.564 -5.225 0.555
O -2.066 -4.350 -0.487
O -4.031 -3.511 1.615
H -4.463 -5.503 1.635
H -4.593 -4.778 0.011
H -2.494 -6.269 0.251
H -1.834 -5.038 1.343
H -1.694 -3.561 -0.085
H -3.684 -2.895 0.965
C 0.383 4.811 1.558
C 1.657 5.383 2.316
O 2.630 5.717 1.342
O -0.315 5.801 0.895
H -0.252 4.334 2.304
H 0.825 4.065 0.897
H 1.995 4.623 3.021
H 1.515 6.272 2.930
H 2.157 6.337 0.782
H -1.110 5.389 0.548
*
```

Calculated values
Orbital gap (alpha / beta) ... 8.7 / 2.6 eV
<S²> ... 0.754

---

Density functional theory data (ωB97M-V/def2-TZVPD) for a cluster of 2 separate species, C2H9N3S2 in total.

ORCA input file:
```
! RIJCOSX wB97M-V def2-TZVPD def2/J DEFGRID3
* xyz 0 1
C -1.848 0.167 -0.478
S -0.368 -0.824 -0.772
S -1.216 -2.719 -0.977
H -2.491 0.098 -1.354
H -1.529 1.192 -0.305
H -2.349 -0.185 0.420
H -1.336 -3.019 0.326
N 0.244 2.326 1.441
C 1.444 1.711 1.035
N 1.819 2.063 -0.250
N 2.172 0.999 1.804
H 0.251 2.436 2.434
H 0.046 3.171 0.936
H 1.075 2.078 -0.923
H 2.666 1.618 -0.560
H 1.602 0.365 2.352
*
```

Calculated values
Orbital gap ... 9.1 eV

---

Density functional theory data (ωB97M-V/def2-TZVPD) for a cluster of 9 separate species, C33H77N2O10 in total.

ORCA input file:
```
! RIJCOSX wB97M-V def2-TZVPD def2/J DEFGRID3
* xyz 1 1
C 0.024 2.671 -1.167
C -0.908 2.497 -2.469
C -1.360 0.981 -2.770
C -0.241 -0.113 -2.443
C 1.072 -0.146 -3.349
C 1.319 0.836 -4.617
O 2.022 1.886 -4.568
O 0.674 0.443 -5.821
C 2.142 -1.222 -2.995
C 1.872 -2.158 -1.788
C 3.025 -3.229 -1.430
C 3.489 -2.947 0.106
C 3.136 -4.309 0.935
N 3.092 -4.011 2.410
N 0.662 -2.078 -1.024
C -0.418 -1.122 -1.283
C -1.690 -1.240 -0.327
C -2.047 0.098 0.489
C -2.955 -1.607 -1.275
C -3.903 -2.763 -0.689
C -4.229 -2.640 0.877
H 0.069 1.769 -0.469
H 1.090 3.005 -1.419
H -0.433 3.529 -0.540
H -0.405 2.988 -3.366
H -1.884 3.072 -2.243
H -2.350 0.829 -2.207
H -1.621 0.842 -3.890
H 0.038 -0.293 -5.646
H 3.087 -1.295 -3.633
H 2.638 -4.294 -1.557
H 3.936 -3.092 -2.101
H 2.875 -2.104 0.580
H 4.589 -2.661 0.188
H 2.081 -4.653 0.607
H 3.950 -5.067 0.663
H 2.162 -3.623 2.668
H 3.124 -4.926 2.899
H 0.570 -2.753 -0.238
H -1.499 -2.069 0.457
H -2.833 0.760 -0.027
H -1.151 0.728 0.802
H -2.551 -0.251 1.471
H -3.628 -0.678 -1.423
H -2.543 -1.838 -2.331
H -4.908 -2.675 -1.247
H -3.413 -3.766 -0.970
H -5.159 -3.287 1.084
H -3.360 -2.998 1.532
H -4.481 -1.549 1.161
C 4.722 -2.804 6.517
C 4.298 -3.759 5.420
O 3.481 -4.793 5.959
H 5.274 -3.336 7.297
H 5.354 -2.007 6.119
H 3.848 -2.355 6.995
H 5.173 -4.223 4.958
H 3.735 -3.236 4.643
H 2.707 -4.373 6.357
C 4.565 5.322 -3.569
C 3.948 4.688 -2.338
O 2.586 4.356 -2.589
H 4.016 6.223 -3.852
H 5.610 5.587 -3.390
H 4.518 4.638 -4.422
H 3.978 5.381 -1.496
H 4.486 3.777 -2.055
H 2.563 3.735 -3.330
C -7.316 -3.921 4.384
C -6.940 -5.055 3.452
O -5.684 -4.790 2.834
H -7.372 -2.977 3.836
H -8.280 -4.110 4.861
H -6.558 -3.793 5.163
H -7.687 -5.166 2.664
H -6.871 -6.002 3.997
H -5.027 -4.703 3.537
C -0.439 -1.047 7.012
C 0.548 -2.070 6.485
O 1.820 -1.887 7.095
H -0.082 -0.033 6.814
H -1.419 -1.173 6.546
H -0.550 -1.139 8.096
H 0.672 -1.959 5.405
H 0.201 -3.088 6.691
H 1.704 -1.994 8.049
C 1.881 7.622 0.225
C 0.570 7.236 -0.431
O 0.687 7.312 -1.846
H 2.170 8.636 -0.063
H 1.803 7.573 1.314
H 2.687 6.957 -0.100
H -0.227 7.915 -0.121
H 0.281 6.216 -0.156
H 1.388 6.701 -2.114
C 6.627 4.575 2.148
C 5.379 4.649 1.291
O 5.470 5.738 0.381
H 6.764 5.505 2.706
H 6.566 3.745 2.856
H 7.517 4.442 1.526
H 4.496 4.803 1.914
H 5.242 3.724 0.720
H 6.249 5.591 -0.173
C -6.123 -6.632 -3.297
C -5.333 -5.465 -2.740
O -4.188 -5.215 -3.548
H -5.502 -7.531 -3.336
H -7.002 -6.838 -2.683
H -6.449 -6.426 -4.321
H -4.991 -5.684 -1.727
H -5.946 -4.558 -2.709
H -4.499 -5.013 -4.440
C -2.480 4.818 -6.781
C -3.162 4.692 -5.433
O -2.208 4.368 -4.427
H -1.974 3.885 -7.044
H -3.202 5.061 -7.563
H -1.714 5.599 -6.755
H -3.910 3.896 -5.457
H -3.660 5.626 -5.158
H -1.554 5.081 -4.405
*
```

Calculated values
Orbital gap ... 7.0 eV

---

Density functional theory data (ωB97M-V/def2-TZVPD) for a cluster of 2 separate species, C2H3ClF2S in total.

ORCA input file:
```
! RIJCOSX wB97M-V def2-TZVPD def2/J DEFGRID3
* xyz 0 3
C -0.742 1.003 0.866
C 1.493 -0.891 -0.711
F 0.759 -0.836 -1.893
F 2.808 -0.996 -1.054
S -1.922 1.612 -0.079
Cl 0.961 -2.122 0.407
H 0.262 1.422 0.739
H -0.810 0.169 1.467
H -2.809 0.639 0.258
*
```

Calculated values
Orbital gap (alpha / beta) ... 7.8 / 9.6 eV
<S²> ... 2.007

---

The calculation returns the following ΔE to the lowest compared entry with this formula, charge and spin values, one per record and in order: 14.2; 59.4; 95.5; 58.5; 26.5; 12.2; 154.5; 0.0 kcal per mole.